1.
Here is a 5-piece molecular cluster, C39H35BO4 overall from the Open Molecules 2025 dataset. Energies are from ωB97M-V with the def2-TZVPD basis set.

* gap between HOMO and LUMO: 8.01 eV
* total charge: 0
* LUMO level: -1.2621 eV

Each line ends with the Löwdin charge.
Atoms and positions in Å:
C (4.59936, -1.14094, 1.00650)  -0.0487
O (4.61806, 0.15192, 0.40665)  0.0601
B (3.56688, 0.48345, -0.40173)  -0.6112
O (3.77366, 1.04874, -1.63651)  0.1680
C (2.06138, 0.33817, 0.12959)  -0.0087
C (1.51240, 1.40660, 0.84245)  -0.0113
C (0.21326, 1.34566, 1.33463)  -0.0514
C (-0.52659, 0.19144, 1.13082)  -0.0253
C (-0.00378, -0.87786, 0.42281)  -0.0771
C (1.29376, -0.79806, -0.09565)  -0.0506
C (1.79441, -1.92749, -0.88641)  -0.2736
O (2.69269, -1.82183, -1.69255)  0.1270
C (1.12195, -3.23970, -0.67405)  -0.0680
C (1.79606, -4.39594, -1.05580)  0.0051
C (1.20323, -5.63971, -0.91121)  -0.0472
C (-0.08598, -5.72422, -0.39146)  -0.0514
C (-0.75990, -4.57697, 0.00154)  -0.0101
C (-0.16435, -3.33183, -0.13704)  -0.0856
C (-0.86116, -2.08204, 0.24568)  -0.2964
O (-2.05101, -2.04702, 0.43259)  0.1117
H (5.49872, -1.23322, 1.60299)  0.0932
H (3.74391, -1.28407, 1.67162)  0.0924
H (4.58118, -1.91559, 0.24595)  0.0892
H (3.33267, 0.50918, -2.30316)  0.1085
H (2.11420, 2.29341, 0.98457)  0.1180
H (-0.16845, 2.21059, 1.85426)  0.1178
H (-1.53519, 0.15088, 1.51433)  0.1244
H (2.78672, -4.30632, -1.47386)  0.1203
H (1.71967, -6.54379, -1.18893)  0.1073
H (-0.54759, -6.69619, -0.30225)  0.1078
H (-1.76344, -4.66659, 0.39293)  0.1233
C (-2.29654, 2.63439, -0.93650)  -0.0979
C (-3.55621, 2.54056, -0.36180)  -0.0915
C (-4.40217, 3.64161, -0.37273)  -0.0957
C (-3.98404, 4.83411, -0.95035)  -0.0961
C (-2.71877, 4.92796, -1.51524)  -0.0922
C (-1.87742, 3.82431, -1.51087)  -0.0983
H (-1.63311, 1.77877, -0.93808)  0.0896
H (-3.87790, 1.61183, 0.09334)  0.1007
H (-5.38700, 3.57175, 0.07103)  0.0999
H (-4.64467, 5.69157, -0.95811)  0.0996
H (-2.38945, 5.85889, -1.95917)  0.1012
H (-0.89041, 3.88700, -1.95126)  0.0937
C (1.59570, 4.99816, -0.67262)  -0.1035
C (1.36511, 6.35902, -0.52478)  -0.0947
C (2.29853, 7.27408, -0.99120)  -0.0980
C (3.46274, 6.82761, -1.60224)  -0.0963
C (3.69540, 5.46643, -1.74410)  -0.0875
C (2.76147, 4.54997, -1.28058)  -0.0819
H (0.86430, 4.28374, -0.31436)  0.0800
H (0.45741, 6.70554, -0.04653)  0.1004
H (2.11907, 8.33566, -0.87869)  0.0993
H (4.18948, 7.54165, -1.96800)  0.0997
H (4.60472, 5.11830, -2.21685)  0.1033
H (2.94288, 3.48768, -1.39526)  0.0852
C (-4.63549, -2.62488, -4.15539)  -0.0961
C (-3.92025, -2.42791, -2.98206)  -0.0851
C (-3.38667, -3.51443, -2.30288)  -0.0840
C (-3.57153, -4.79874, -2.79671)  -0.0923
C (-4.29291, -4.99717, -3.96605)  -0.0996
C (-4.82390, -3.90986, -4.64613)  -0.1000
H (-5.04703, -1.77671, -4.68748)  0.0997
H (-3.77807, -1.42654, -2.59508)  0.1005
H (-2.82811, -3.35800, -1.39036)  0.0641
H (-3.15256, -5.64673, -2.26868)  0.0944
H (-4.44104, -5.99925, -4.34824)  0.0985
H (-5.38493, -4.06366, -5.55904)  0.0988
C (0.60923, -2.24749, 6.53726)  -0.0969
C (1.48962, -1.18725, 6.70479)  -0.0968
C (1.79529, -0.36179, 5.63152)  -0.0919
C (1.22197, -0.59777, 4.38937)  -0.0876
C (0.34684, -1.66189, 4.22111)  -0.0863
C (0.03969, -2.48679, 5.29429)  -0.0920
H (0.36734, -2.88792, 7.37570)  0.1000
H (1.93797, -1.00424, 7.67287)  0.1001
H (2.48032, 0.46608, 5.76284)  0.1011
H (1.45753, 0.04658, 3.55146)  0.0857
H (-0.09552, -1.84898, 3.25042)  0.0883
H (-0.64369, -3.31588, 5.16208)  0.1008

2.
Here is C39H35ClN2Si2Tl as an isolated structure from the Open Molecules 2025 dataset. Energies are from ωB97M-V with the def2-TZVPD basis set.

* gap between HOMO and LUMO (alpha / beta): 6.67 / 5.01 eV
* total charge: +1
* LUMO level (alpha / beta): -4.0171 / -4.7194 eV

Each line ends with the Löwdin charge.
Atoms and positions in Å:
C (-1.18245, -0.22838, 1.17329)  -0.0969
C (-1.96161, 0.18767, 0.05934)  -0.1241
C (-1.86180, -0.82138, -0.94933)  -0.0820
H (-2.57433, 1.09037, 0.00503)  0.1025
C (-1.00256, -1.84907, -0.45336)  -0.1260
C (-0.60307, -1.48811, 0.86215)  -0.1184
H (-0.01457, -2.09762, 1.54088)  0.1013
H (-1.09769, 0.29190, 2.12707)  0.1145
H (-2.37036, -0.82681, -1.91706)  0.1123
H (-0.73898, -2.76803, -0.98062)  0.0953
Tl (1.28552, 0.51028, -1.11092)  0.9168
Si (0.88195, 0.11366, -5.09689)  0.7038
C (-0.10792, 1.71685, -4.76804)  -0.3201
C (0.40553, 2.94176, -5.25723)  -0.1255
H (1.40447, 2.98803, -5.71280)  0.0853
C (-0.35714, 4.10766, -5.26466)  -0.0708
H (-0.00410, 4.98497, -5.82206)  0.1185
C (-1.57573, 4.10286, -4.57526)  -0.0753
H (-2.14129, 5.03634, -4.50585)  0.1071
C (-2.04598, 2.92032, -3.97686)  -0.0870
H (-2.98744, 2.94004, -3.42227)  0.1028
C (-1.33548, 1.71780, -4.07522)  -0.1095
H (-1.73099, 0.79252, -3.62076)  0.0887
C (-0.03905, -1.51762, -4.87487)  -0.3381
C (-1.28809, -1.65691, -5.49907)  -0.0950
H (-1.67233, -0.86364, -6.16456)  0.1094
C (-2.04023, -2.82951, -5.27622)  -0.0683
H (-3.00982, -2.93430, -5.77896)  0.1094
C (-1.55826, -3.85171, -4.44620)  -0.0794
H (-2.17118, -4.74500, -4.24605)  0.1133
C (-0.30369, -3.72085, -3.85185)  -0.0971
H (0.09066, -4.52940, -3.22947)  0.1081
C (0.44236, -2.55178, -4.04115)  -0.1239
H (1.40848, -2.44236, -3.55297)  0.0953
H (1.73196, 0.05112, -3.89090)  -0.1181
Si (2.44077, 0.50405, -7.26939)  0.2381
C (1.66017, -1.16781, -7.72471)  -0.3436
C (0.92349, -1.20683, -8.92234)  -0.0870
H (0.70390, -0.27998, -9.46411)  0.1056
C (0.48175, -2.42606, -9.44502)  -0.0682
H (-0.08778, -2.43698, -10.37701)  0.1100
C (0.78937, -3.61026, -8.77610)  -0.0761
H (0.46106, -4.56231, -9.19503)  0.1071
C (1.53580, -3.57428, -7.59502)  -0.0758
H (1.76951, -4.49855, -7.07308)  0.1062
C (1.98754, -2.36461, -7.07132)  -0.1265
H (2.55376, -2.33431, -6.13382)  0.1061
C (1.34291, 1.80611, -8.04904)  -0.3546
C (-0.05946, 1.77887, -7.95992)  -0.1418
H (-0.56502, 1.00042, -7.37622)  0.0870
C (-0.84744, 2.77013, -8.55741)  -0.0741
H (-1.92470, 2.80470, -8.34936)  0.1143
C (-0.24512, 3.69261, -9.41061)  -0.0755
H (-0.86136, 4.43687, -9.91876)  0.1073
C (1.14584, 3.66434, -9.60030)  -0.0723
H (1.60866, 4.37385, -10.28740)  0.1064
C (1.93903, 2.75944, -8.89306)  -0.0947
H (3.02824, 2.75681, -9.00258)  0.1028
H (3.53928, 0.40543, -8.28443)  0.0037
Cl (3.75257, 1.08514, -5.67259)  0.2494
C (0.25144, 3.79667, 2.45185)  -0.0319
C (1.10659, 3.53366, 3.52507)  -0.0315
C (1.90539, 2.39020, 3.47357)  0.0075
C (1.83262, 1.53201, 2.35792)  -0.2087
N (1.06513, 1.85022, 1.28899)  -0.0073
C (0.27679, 2.93557, 1.34204)  -0.1266
C (2.51264, 0.21125, 2.31951)  -0.2040
C (3.32724, -0.25490, 3.37391)  0.0071
C (3.77767, -1.57346, 3.37200)  -0.0313
C (3.41829, -2.40192, 2.30196)  -0.0324
C (2.67563, -1.84966, 1.24993)  -0.1372
N (2.26597, -0.56763, 1.24386)  -0.0004
H (-0.41754, 4.65547, 2.44222)  0.1141
H (1.15885, 4.19124, 4.38957)  0.1195
H (2.58526, 2.13340, 4.28302)  0.1062
H (-0.36208, 3.09717, 0.46570)  0.1146
H (3.57527, 0.43040, 4.18549)  0.1084
H (4.39234, -1.94168, 4.19032)  0.1196
H (3.71725, -3.44976, 2.25101)  0.1155
H (2.36858, -2.44284, 0.38141)  0.1157

Number 1: F_max 0.8 eV/Å, calculated total energy -49879.888 eV. Number 2: F_max 3.2 eV/Å, calculated total energy -76954.848 eV.